One molecule with the formula C3H4N2O3 in a non-equilibrium geometry, computed with the ωB97M-V functional and the def2-TZVPD basis.

Each line ends with the Löwdin charge.
CARTESIAN COORDINATES (ANGSTROEM)
O (-2.790, -0.601, 0.868)  0.0123
N (-2.095, 0.366, 0.530)  -0.0060
N (-0.806, 0.096, 0.058)  -0.0566
C (0.612, 0.764, 0.596)  -0.0390
C (1.236, 0.292, -0.820)  -0.1492
O (0.907, -1.129, -0.670)  -0.0513
C (-0.404, -1.256, -0.195)  -0.5665
O (-0.937, -2.250, -0.229)  0.2248
H (0.206, 1.958, 0.842)  0.1624
H (1.091, 0.597, 1.665)  0.1343
H (0.481, 0.745, -1.599)  0.1441
H (2.499, 0.419, -1.046)  0.1907

SMILES: O=NN1CCOC1=O
HOMO-LUMO gap in eV: 9.4
ΔE to the lowest compared entry with this formula, charge and spin in kJ/mol: 610.21

***

One molecule with the formula C3H4N2O3 in a non-equilibrium geometry, computed with the ωB97M-V functional and the def2-TZVPD basis.

Each line ends with the Löwdin charge.
CARTESIAN COORDINATES (ANGSTROEM)
C (-0.639, 2.402, 1.102)  0.0212
N (-1.116, 1.212, 0.986)  0.0422
O (-0.091, 0.501, 0.291)  -0.0699
C (-0.562, -0.747, 0.091)  -0.5592
O (-1.603, -0.985, 0.581)  0.1164
N (0.370, -1.737, -0.457)  0.0993
C (1.232, -1.296, -1.411)  -0.3282
O (2.079, -2.067, -1.942)  -0.0215
H (0.365, 2.735, 0.528)  0.1469
H (-1.308, 2.975, 1.693)  0.0629
H (0.119, -2.891, 0.003)  0.3143
H (1.154, -0.102, -1.464)  0.1756

SMILES: C=NOC(=O)NC=O
HOMO-LUMO gap in eV: 10.8
ΔE to the lowest compared entry with this formula, charge and spin in kJ/mol: 414.88

***

One molecule with the formula C3H4N2O3 in a non-equilibrium geometry, computed with the ωB97M-V functional and the def2-TZVPD basis.

Each line ends with the Löwdin charge.
CARTESIAN COORDINATES (ANGSTROEM)
O (2.620, -0.106, -0.015)  -0.0316
N (1.493, 0.640, -0.023)  0.0225
C (0.374, 0.024, -0.001)  -0.2928
O (0.163, -1.343, 0.040)  0.0095
N (-1.220, -1.541, -0.123)  0.0031
C (-1.814, -0.284, -0.043)  -0.0278
C (-0.904, 0.716, 0.031)  -0.2817
O (-1.010, 2.045, 0.012)  0.0881
H (2.440, -1.065, 0.074)  0.1027
H (-1.527, -2.143, 0.646)  0.1434
H (-2.899, -0.283, -0.023)  0.1339
H (-0.050, 2.299, 0.104)  0.1307

SMILES: O/N=c1\o[nH]cc1O
HOMO-LUMO gap in eV: 8.8
ΔE to the lowest compared entry with this formula, charge and spin in kJ/mol: 450.29

***

C3H4N2O3 as an isolated structure in a non-equilibrium geometry, computed with the ωB97M-V functional and the def2-TZVPD basis.

Each line ends with the Löwdin charge.
CARTESIAN COORDINATES (ANGSTROEM)
C (-0.583, -0.559, -0.886)  -0.3551
C (-1.431, 0.158, -0.083)  0.1168
C (-0.347, 0.659, 0.790)  -0.2859
H (-0.295, -1.823, -2.273)  -0.0226
H (-2.382, 0.612, -0.146)  0.1127
H (0.386, 1.619, 2.230)  -0.0102
H (2.541, -0.298, 0.582)  0.1373
N (-0.431, 1.457, 1.790)  0.1566
N (0.866, -0.198, 0.380)  -0.2350
O (-0.947, -1.418, -1.955)  0.1683
O (1.966, 0.439, 0.342)  0.0874
O (0.656, -0.649, -0.771)  0.1297

HOMO-LUMO gap in eV: 9.2
ΔE to the lowest compared entry with this formula, charge and spin in kJ/mol: 694.75

***

One molecule with the formula C3H4N2O3 in a non-equilibrium geometry, computed with the ωB97M-V functional and the def2-TZVPD basis.

Each line ends with the Löwdin charge.
CARTESIAN COORDINATES (ANGSTROEM)
C (0.630, -1.118, -0.006)  -0.0897
C (-1.408, 0.415, -0.029)  -0.2812
C (0.652, 0.336, 0.043)  -0.4551
N (-0.494, -1.784, -0.015)  0.0819
N (-1.535, -0.912, -0.103)  0.0116
O (-2.128, 1.370, -0.082)  0.0944
O (1.074, 0.823, -1.199)  0.0443
O (0.954, 0.949, 1.216)  0.0598
H (1.560, -1.746, 0.314)  0.1529
H (-2.412, -1.355, -0.226)  0.1404
H (1.242, 1.765, -1.291)  0.1115
H (1.867, 1.258, 1.378)  0.1289

HOMO-LUMO gap in eV: 8.8
ΔE to the lowest compared entry with this formula, charge and spin in kJ/mol: 343.49

***

One molecule with the formula C3H4N2O3 in a non-equilibrium geometry, computed with the ωB97M-V functional and the def2-TZVPD basis.

Each line ends with the Löwdin charge.
CARTESIAN COORDINATES (ANGSTROEM)
C (-1.144, 0.091, 0.695)  0.0044
C (0.090, 0.102, -0.131)  -0.3601
O (-0.362, 0.068, -1.688)  -0.0162
C (0.873, 1.355, 0.051)  -0.1051
N (1.395, 2.342, 0.402)  0.1968
N (0.889, -1.097, 0.081)  -0.3799
O (1.390, -1.171, 1.204)  0.0960
O (1.123, -1.808, -0.811)  0.1662
H (-1.990, -0.298, -0.037)  0.1479
H (-1.388, 1.067, 0.928)  0.0568
H (-1.154, -0.577, 1.651)  0.1437
H (0.277, -0.074, -2.346)  0.0493

SMILES: C[C@@](O)(C#N)[N+](=O)[O-]
HOMO-LUMO gap in eV: 11.1
ΔE to the lowest compared entry with this formula, charge and spin in kJ/mol: 533.42

***

A 2-piece molecular cluster, C3H4N2OS overall in a non-equilibrium geometry, computed with the ωB97M-V functional and the def2-TZVPD basis.

Each line ends with the Löwdin charge.
CARTESIAN COORDINATES (ANGSTROEM)
C (0.581, 0.739, 1.333)  -0.0329
C (0.630, 0.895, -0.007)  -0.1842
C (-1.320, -0.106, 0.535)  -0.1495
N (-0.717, 0.124, 1.655)  0.0899
N (-0.513, 0.380, -0.569)  -0.5946
O (0.487, -2.311, -1.261)  -0.2761
S (-0.642, 0.257, -2.157)  0.9385
H (1.160, 0.815, 2.191)  0.0832
H (1.248, 1.450, -0.660)  0.0938
H (-2.300, -0.299, 0.217)  0.1058
H (1.386, -1.942, -1.277)  -0.0739

HOMO-LUMO gap (alpha / beta) in eV: 5.7 / 5.7
ΔE to the lowest compared entry with this formula, charge and spin in kJ/mol: 573.52

***

A 2-piece molecular cluster, C3H4N2OS overall in a non-equilibrium geometry, computed with the ωB97M-V functional and the def2-TZVPD basis.

Each line ends with the Löwdin charge.
CARTESIAN COORDINATES (ANGSTROEM)
C (0.732, 0.347, -1.901)  -0.1600
C (-0.977, 0.071, -0.636)  -0.1645
C (0.302, -0.458, 1.419)  -0.0407
N (1.235, 0.048, -0.759)  0.1372
N (0.148, -0.120, 0.037)  -0.1981
O (-0.612, 0.374, -1.874)  0.0388
S (-3.112, 0.804, 1.222)  0.0424
H (1.266, 0.560, -2.802)  0.1332
H (1.163, 0.075, 1.816)  0.0944
H (-0.609, -0.169, 1.944)  0.0209
H (0.465, -1.532, 1.534)  0.0964

HOMO-LUMO gap (alpha / beta) in eV: 7.4 / 7.3
ΔE to the lowest compared entry with this formula, charge and spin in kJ/mol: 496.25

***

One molecule with the formula C3H4N2OS in a non-equilibrium geometry, computed with the ωB97M-V functional and the def2-TZVPD basis.

Each line ends with the Löwdin charge.
CARTESIAN COORDINATES (ANGSTROEM)
C (0.197, 1.431, -0.292)  0.0528
C (0.721, 0.323, 0.144)  -0.2646
C (1.788, -0.652, 0.155)  -0.0534
N (-0.638, 0.586, 0.567)  -0.1497
N (-1.603, -0.214, 0.153)  -0.3378
O (-3.740, -1.146, -0.141)  -0.5586
S (-3.015, 0.109, -0.295)  0.8680
H (0.180, 2.480, -0.552)  0.0989
H (1.618, -1.248, -0.788)  0.0936
H (1.570, -1.379, 1.042)  0.1183
H (2.923, -0.291, 0.008)  0.1325

HOMO-LUMO gap (alpha / beta) in eV: 8.1 / 8.1
ΔE to the lowest compared entry with this formula, charge and spin in kJ/mol: 616.86

***

A 2-piece molecular cluster, C3H4N2OS overall in a non-equilibrium geometry, computed with the ωB97M-V functional and the def2-TZVPD basis.

Each line ends with the Löwdin charge.
CARTESIAN COORDINATES (ANGSTROEM)
C (1.518, 1.470, 0.391)  -0.3262
C (-0.094, -0.492, 0.460)  -0.6521
C (1.187, 0.160, 0.027)  -0.6244
N (2.083, 2.454, 0.572)  0.1842
N (-1.235, 0.205, 0.234)  0.1316
O (-0.079, -1.578, 0.969)  0.0412
S (2.606, -0.880, -0.109)  0.7912
H (0.786, 0.227, -1.758)  0.2388
H (-1.424, 1.153, 0.018)  0.0834
H (-2.251, -0.267, 0.522)  0.2074
H (1.859, -1.963, 0.326)  -0.0752

HOMO-LUMO gap (alpha / beta) in eV: 7.9 / 7.9
ΔE to the lowest compared entry with this formula, charge and spin in kJ/mol: 379.66